# 1
The following is a DFT calculation (ωB97M-V/def2-TZVPD) of a 2-piece molecular cluster, C4H11F7O4P2S overall in a non-equilibrium geometry.

Geometry as XYZ:
```
29
Properties=species:S:1:pos:R:3:nbo_charge:R:1
C 2.8131 2.4012 0.1171 -0.63
C 3.3599 1.0698 -0.5625 -0.41
C 2.3604 0.4070 -1.6082 -0.44
C 0.9958 -0.0839 -0.9064 -0.12
O -0.1888 0.4383 -1.5933 -0.72
P -0.9166 1.6762 -0.7671 1.56
O -2.3148 2.1818 -1.5681 -0.86
S -1.4708 0.9434 1.1996 1.95
O -2.7320 1.5292 1.6988 -0.75
O -1.4822 -0.5589 1.1193 -0.69
F -0.1455 1.3307 2.1656 -0.47
H 3.3655 2.5076 1.1081 0.24
H 3.0680 3.3181 -0.5064 0.22
H 1.7169 2.3582 0.3842 0.16
H 3.6960 0.3667 0.2514 0.22
H 4.3035 1.3639 -1.1298 0.23
H 2.8888 -0.5117 -2.0145 0.24
H 2.1210 1.1083 -2.4582 0.22
H 0.9061 -1.2169 -0.9499 0.27
H 1.0720 0.1881 0.1874 0.20
H -0.0499 2.8128 -0.7363 0.02
H -1.9792 2.8581 -2.2038 0.52
F -3.5964 -4.7514 2.4458 -0.60
P -3.0586 -3.7879 1.2549 2.63
F -2.2297 -4.1387 -0.1004 -0.60
F -4.2644 -2.7865 1.6848 -0.60
F -4.1670 -4.5269 0.3259 -0.60
F -1.6944 -4.1889 2.0430 -0.60
F -2.3767 -2.3079 1.1191 -0.60
```

## Properties
total charge = 0
E = -2239.832502 a.u.
strongest force on any atom = 7.6 eV/Å

# 2
The following is a DFT calculation (ωB97M-V/def2-TZVPD) of a 2-piece molecular cluster, C5H5ClF3N3OS overall in a non-equilibrium geometry.

Geometry as XYZ:
```
19
Properties=species:S:1:pos:R:3:nbo_charge:R:1
C 1.1192 -0.6472 0.5675 0.02
C -0.8763 1.3556 1.3624 0.82
C 3.4050 -0.1766 0.2425 0.10
C 0.1239 -0.7459 -0.2691 -0.35
C -1.0094 -1.7106 -0.2815 0.97
N 2.2258 0.1507 0.4532 -0.43
N -2.1547 2.1098 -0.5280 -0.63
N -1.8295 1.7961 0.8215 -0.38
O -0.3178 0.9002 2.3008 -0.54
F -0.8393 -2.7477 0.5895 -0.32
F -2.2119 -1.1622 0.1187 -0.34
F -1.2101 -2.1646 -1.5382 -0.32
S 0.3710 0.1715 -1.7474 0.03
Cl 4.6275 0.9474 0.2840 0.07
H 1.0313 -1.2580 1.4242 0.23
H 3.7398 -1.2148 0.0185 0.18
H -2.5207 3.0160 -0.6332 0.37
H -2.7321 1.3712 -0.8047 0.37
H -0.9415 0.0089 -2.3807 0.16
```

## Properties
total charge = 0
E = -1590.910883 a.u.
strongest force on any atom = 4.6 eV/Å

# 3
The following is a DFT calculation (ωB97M-V/def2-TZVPD) of a 7-piece molecular cluster, C22H46F3O18S6 overall in a non-equilibrium geometry.

Geometry as XYZ:
```
95
Properties=species:S:1:pos:R:3:mulliken_charge:R:1
C -3.4275 0.2831 0.5872 0.57
F -3.8592 0.9042 1.7069 -0.23
F -3.5362 -1.0354 0.7788 -0.23
F -4.1115 0.7044 -0.4534 -0.21
S -1.5384 0.6102 0.3867 1.08
O -1.0356 -0.4249 -0.5449 -0.65
O -1.3823 1.9549 -0.1632 -0.67
O -1.0111 0.5891 1.7287 -0.66
O -1.1963 0.6240 -7.6499 -0.58
S -0.8513 0.3035 -6.2943 1.07
O -0.3552 1.3496 -5.3536 -0.56
O -2.2037 -0.4190 -5.5224 -0.29
C -3.1409 -1.2680 -6.2603 -0.39
C -3.0218 -2.6512 -5.6153 -0.86
C 0.3256 -1.0968 -6.1057 -0.80
H -2.9399 -1.3449 -7.3289 0.33
H -4.0721 -0.7138 -6.1426 0.32
H -3.6465 -3.2782 -6.2515 0.34
H -3.3820 -2.6662 -4.5866 0.29
H -1.9834 -2.9745 -5.6885 0.22
H -0.2194 -1.7619 -6.7755 0.25
H 0.3238 -1.4359 -5.0699 0.29
H 1.3402 -0.8592 -6.4258 0.36
O 7.4713 1.1126 -0.8336 -0.61
S 6.3963 0.7823 -1.7862 1.09
O 5.4091 1.7809 -2.2208 -0.58
O 7.0959 0.3094 -3.2044 -0.27
C 7.7395 -0.9793 -3.1460 -0.25
C 8.4546 -0.9811 -4.5339 -1.24
C 5.6560 -0.7685 -1.0886 -0.94
H 7.0496 -1.8152 -3.0308 0.37
H 8.5131 -1.2130 -2.4145 0.35
H 9.0783 -1.8728 -4.5965 0.39
H 9.1296 -0.1262 -4.4954 0.32
H 7.6836 -0.9392 -5.3033 0.31
H 5.0786 -0.3526 -0.2630 0.39
H 6.5358 -1.3479 -0.8087 0.36
H 5.0294 -1.2270 -1.8537 0.32
O 3.2742 5.3954 3.5370 -0.57
S 3.6667 4.9408 4.8843 1.15
O 4.6461 3.8398 5.0187 -0.59
O 4.3458 6.2251 5.7699 -0.39
C 5.1237 5.9298 6.9292 -0.22
C 6.6577 5.6686 6.6068 -1.03
C 2.2501 4.4880 5.9509 -0.93
H 4.6987 5.0309 7.3756 0.24
H 5.1875 6.7854 7.6015 0.35
H 7.0830 5.0054 7.3601 0.31
H 7.3444 6.5121 6.5363 0.34
H 6.7922 5.2762 5.5988 0.30
H 1.9546 5.3876 6.4908 0.33
H 2.4772 3.7795 6.7475 0.32
H 1.3914 4.1924 5.3481 0.40
O -5.1147 6.7132 -3.8492 -0.55
S -6.5381 7.0294 -3.9468 1.10
O -7.2056 8.0145 -3.0758 -0.60
O -6.8528 7.4594 -5.5625 -0.30
C -8.1396 8.1004 -5.7520 0.02
C -8.1824 8.3334 -7.2184 -1.33
C -7.4476 5.4057 -3.8365 -0.86
H -8.3204 9.0532 -5.2545 0.29
H -8.8989 7.3429 -5.5575 0.24
H -7.4162 8.9473 -7.6919 0.34
H -9.1424 8.8045 -7.4294 0.38
H -8.1664 7.3488 -7.6859 0.31
H -7.3816 5.0558 -2.8063 0.34
H -7.0537 4.7077 -4.5753 0.33
H -8.4633 5.5115 -4.2175 0.29
O -1.2138 -6.1909 7.1970 -0.63
S -1.2332 -4.7208 7.3805 1.24
O -2.2221 -4.1600 8.2708 -0.63
O 0.2351 -4.1611 7.9520 -0.34
C 1.3856 -4.9284 7.8037 -0.26
C 2.0459 -4.7719 6.3654 -0.99
C -1.3154 -3.8695 5.7417 -0.95
H 1.3241 -5.9976 8.0066 0.30
H 1.9160 -4.3346 8.5481 0.31
H 1.5356 -5.4467 5.6781 0.26
H 3.0870 -5.0927 6.4016 0.38
H 1.9235 -3.7168 6.1210 0.27
H -1.3185 -4.7077 5.0449 0.33
H -0.5985 -3.0596 5.6068 0.32
H -2.2858 -3.3743 5.7750 0.39
C -0.5086 -8.6249 1.7880 -0.40
C -0.1149 -7.5281 1.0037 -0.34
C -1.0588 -6.8915 0.1412 -0.43
C -2.3984 -7.2695 0.1942 -0.32
C -2.7355 -8.3766 0.9226 -0.40
C -1.7787 -9.0612 1.7042 -0.21
H 0.1384 -9.2274 2.4082 0.35
H 0.8912 -7.1614 0.8637 0.37
H -0.7216 -6.0499 -0.4456 0.38
H -3.1242 -6.8244 -0.4702 0.36
H -3.7917 -8.5214 1.0950 0.30
H -2.0280 -9.9714 2.2293 0.34
```

## Properties
total charge = -1
E = -4908.752686 a.u.
strongest force on any atom = 4.9 eV/Å

# 4
The following is a DFT calculation (ωB97M-V/def2-TZVPD) of C3H5N3OS as an isolated structure in a non-equilibrium geometry.

Geometry as XYZ:
```
13
Properties=species:S:1:pos:R:3:nbo_charge:R:1
C 0.7552 1.2867 0.0899 0.45
C -0.5876 1.4957 -0.3827 -0.36
C -0.8303 0.1590 -0.5556 -0.06
H -0.2299 -2.1334 1.2893 0.35
H 0.9533 -2.7574 0.2150 0.38
H 2.1337 1.9434 1.1335 0.49
H -1.1161 2.5053 -0.5967 0.28
H -2.2015 -1.8223 -0.7118 0.17
N 0.0612 -1.9586 0.2628 -0.65
N 0.3122 -0.6891 -0.1056 -0.09
N 1.2245 0.1577 0.4834 -0.36
O 1.5012 2.4023 0.3801 -0.67
S -1.9758 -0.5894 -1.5016 0.08
```

## Properties
total charge = 0
E = -754.871313 a.u.
strongest force on any atom = 6.0 eV/Å